(1)
Entry from the Open Molecules 2025 dataset: a molecular structure, C25H26AgCl2NOP (the ωB97M-V functional and the def2-TZVPD basis).

Computed properties:
Total charge ... +1
Energy ... -68212.6765 eV

Geometry as XYZ:
```
57
Properties=species:S:1:pos:R:3:forces:R:3:lowdin_charge:R:1
H -1.2160 6.8412 1.0212 0.012 0.074 0.015 0.110
H 1.0434 -2.1542 2.6337 0.084 -0.218 0.167 0.036
C -1.1025 4.9433 2.0047 -0.031 -0.007 0.068 -0.070
H 2.4933 -3.0262 2.0290 0.135 0.068 -0.018 0.055
C 1.4716 -3.1389 2.3858 -0.321 0.065 -0.144 -0.090
C -0.4397 3.0926 0.6205 0.121 -0.207 0.222 -0.391
H -0.9170 2.9225 2.7050 -0.027 0.000 0.107 0.107
Cl 3.8168 0.4045 2.4756 0.155 0.178 0.389 0.564
N -0.0938 -1.7131 0.3157 -0.196 0.229 0.073 0.086
C 0.6141 -3.8514 1.3432 0.226 0.070 -0.182 -0.379
H 2.0490 0.5873 -4.6784 0.087 0.032 -0.130 0.109
C -1.9722 0.7233 0.2699 0.093 -0.182 0.144 -0.288
H -0.3911 -3.9826 1.7568 -0.053 -0.001 -0.030 0.150
H -0.4317 5.9635 -1.1516 -0.006 0.075 -0.028 0.111
C -0.5598 -3.6421 -0.9369 0.762 -0.357 -0.095 -0.070
C 4.7273 -0.2250 1.0980 0.333 0.011 -0.160 -0.935
C 0.2186 0.6689 -3.5833 -0.070 -0.062 -0.144 -0.061
C 0.4680 -3.0323 0.0431 -0.146 -0.481 0.069 -0.285
H 5.5093 -0.8891 1.4616 -0.153 0.100 -0.024 0.044
H 0.0421 3.5639 -1.4120 -0.027 0.050 -0.092 0.103
C -2.2733 -0.6128 -0.0462 -0.622 0.303 -0.040 -0.145
H 5.1422 0.6134 0.5377 -0.116 -0.161 0.127 0.045
C -4.3318 1.2669 0.1776 0.052 -0.181 -0.010 -0.043
H -5.6495 -0.3398 -0.3363 -0.050 -0.062 0.001 0.115
P -0.2475 1.2895 0.4627 0.114 0.501 -0.259 1.041
H 2.3792 1.5865 -0.5299 -0.010 -0.163 -0.103 0.084
H -2.7912 2.6660 0.6241 -0.036 0.070 -0.004 0.097
C -0.3787 0.8381 -2.3471 -0.023 0.090 0.151 -0.073
C -3.0141 1.6390 0.3853 0.132 -0.041 -0.041 -0.058
C -0.2811 3.9534 -0.4579 -0.030 -0.170 0.019 -0.072
Cl 3.6325 -1.1326 0.0545 0.261 -0.251 -0.308 0.594
C -4.6270 -0.0430 -0.1571 -0.056 0.103 0.033 -0.045
H 3.4401 1.2038 -2.7302 0.164 -0.002 -0.032 0.107
H 1.4474 -2.9145 -0.4284 0.026 -0.102 0.017 0.117
H -1.4546 0.7802 -2.2607 -0.054 -0.063 0.019 0.113
H -3.8310 -1.9933 -0.5247 -0.039 -0.035 -0.030 0.123
H 0.6048 -5.7958 0.3596 -0.022 -0.125 -0.068 0.073
H 2.2105 -5.1163 0.6078 0.151 0.007 -0.039 0.089
O -1.6560 -2.7424 -0.8868 -0.719 0.180 -0.124 0.027
H -0.1858 -3.6792 -1.9630 -0.093 0.002 0.062 0.138
H -5.1140 2.0042 0.2723 -0.085 0.044 -0.010 0.115
H -1.4255 5.3283 2.9599 -0.009 0.049 0.084 0.110
C 1.2205 -5.2221 1.0467 -0.217 0.175 0.062 -0.054
Ag 1.4242 -0.2336 1.5350 -0.706 0.269 -0.071 0.469
H 1.4982 -3.7221 3.3021 0.031 0.026 0.143 0.090
C -0.8193 3.5969 1.8641 0.082 -0.032 -0.149 -0.118
C -0.9807 5.7926 0.9146 0.021 0.073 0.016 -0.067
C 0.4040 1.1139 -1.2331 0.194 -0.032 0.160 -0.399
C 2.3746 1.0835 -2.6198 0.033 0.040 -0.008 -0.084
H -0.3989 0.4795 -4.4484 -0.028 -0.084 -0.080 0.112
H 1.3130 -5.7922 1.9684 0.036 -0.091 0.017 0.087
H -0.9076 -4.6321 -0.6471 -0.027 0.050 0.015 0.126
C -3.6063 -0.9698 -0.2668 0.203 -0.093 0.004 0.003
C -0.5493 5.3014 -0.3063 -0.013 0.140 -0.056 -0.063
C 1.7830 1.2680 -1.3845 -0.190 0.166 0.061 -0.166
C -1.2724 -1.6725 -0.1833 0.655 -0.076 0.264 -0.327
C 1.5931 0.7552 -3.7163 0.013 0.039 -0.028 -0.066
```
Positions in Å, forces in eV/Å.

---

(2)
Entry from the Open Molecules 2025 dataset: 14 unconnected molecules or ions with the total composition C6H42N2O13 at a distorted geometry (the ωB97M-V functional and the def2-TZVPD basis).

Computed properties:
Total charge ... 0
Energy ... -36499.6570 eV
ΔE to the lowest compared entry with this formula, charge and spin ... 95.4 kcal/mol

Geometry as XYZ:
```
63
Properties=species:S:1:pos:R:3:forces:R:3:lowdin_charge:R:1
H 2.2039 -0.1397 -2.2530 0.494 -0.897 -0.623 0.064
O -0.0760 -0.8256 3.8923 -0.807 -1.273 0.673 -0.073
H 3.2797 -1.2838 2.3591 -0.348 -0.890 -0.062 0.000
H -0.1677 2.9408 -1.0293 -1.920 -0.987 -0.635 -0.026
H 0.6105 -0.1647 3.7855 0.506 0.208 0.302 -0.005
H -2.0510 0.3875 2.3892 -0.430 -0.827 -0.255 0.090
H 1.6429 2.7848 0.3425 -0.833 0.125 0.385 0.001
H 0.1817 -1.5284 4.5371 0.068 1.188 -0.788 0.085
H -1.7685 0.4084 -0.5904 -0.078 0.138 0.241 0.076
H -1.0128 -2.1822 -2.4286 0.357 -1.233 -0.487 0.038
C -0.1460 -0.1218 0.5590 -0.411 -0.298 1.713 -0.195
H -0.1081 -2.7062 2.4340 -0.006 0.086 0.080 -0.008
O 0.3433 -3.3831 1.9214 0.442 -0.175 -0.155 -0.084
H 0.7277 3.8488 -1.8545 -0.166 0.066 -0.427 0.061
H 1.2910 -3.1403 2.0171 -0.640 0.091 0.048 0.015
H -3.3909 0.8105 1.0403 2.113 -0.690 1.494 0.146
H -3.4090 -1.2667 2.4544 0.343 0.069 0.017 0.023
O -3.3392 -1.6916 1.6015 -1.340 -1.335 0.083 -0.077
N 0.1474 -0.6757 -1.9047 0.642 -1.131 -0.543 -0.270
H 4.7396 -0.5130 -1.1226 -0.288 -0.350 -0.913 0.037
H 1.9766 -1.0388 2.9297 -0.844 0.413 0.169 -0.048
O -4.1954 3.4644 -1.6147 -0.033 0.111 0.358 -0.050
H -1.3278 1.2894 -2.5940 -0.922 -0.378 -0.324 -0.007
C 0.4221 -1.0370 -0.4988 0.239 -1.873 0.586 -0.206
H 2.9835 2.5366 0.0603 0.389 -0.578 0.943 0.073
H -3.2978 -2.7367 -2.9327 0.349 -1.151 0.923 0.040
H -2.2516 2.6655 -2.7016 -0.059 -0.950 0.044 0.039
H 0.3508 0.8460 0.5878 0.223 0.209 0.043 0.080
H 2.0280 1.3638 2.2000 0.494 0.403 -0.297 0.005
H 1.5189 -1.2958 -0.3878 -0.757 0.678 0.194 0.133
O -2.8704 -3.5509 -2.5654 -0.291 0.616 -0.783 -0.071
H -1.6399 2.7517 2.5242 -0.548 -0.467 0.586 0.072
H 1.1526 1.1421 -2.0467 -0.254 -0.432 -0.670 0.071
H -2.8071 2.8377 1.1298 -0.429 0.560 0.540 0.043
N -1.5985 0.0321 0.3395 0.952 0.283 0.678 -0.080
H -2.9429 -3.5980 -1.6046 -0.298 0.397 -0.157 0.047
H -0.0534 -0.6097 1.6330 0.159 0.917 -2.306 0.125
H -2.4947 -1.5077 1.1957 0.507 0.553 -0.108 -0.019
H 5.1678 -0.0144 1.3478 -0.264 -0.448 0.337 0.073
O 2.1288 0.7672 2.9486 -0.393 -0.155 1.114 -0.055
C -2.2607 0.7983 1.4032 -2.390 1.251 -0.857 -0.277
H -4.5689 2.5886 -1.7327 -0.104 -0.214 -0.102 0.037
H -2.0088 -0.8639 -3.0317 -1.655 1.104 0.567 0.045
H 5.7548 -1.6876 -1.6053 -0.562 -0.195 -0.701 0.056
H 0.9210 0.2262 -3.6009 0.815 -0.019 0.655 0.100
H 0.1830 -1.8557 -3.7128 0.374 -0.217 -0.326 0.081
H 2.8222 1.0705 3.5461 -0.150 0.254 -0.389 0.085
H -0.0548 -2.0297 -0.2045 0.340 1.036 -0.958 0.119
O -1.4235 2.2305 -2.4596 0.988 1.325 0.530 -0.053
H -1.1802 2.5928 0.9155 0.143 -0.074 0.046 0.049
O 4.6604 -0.8299 1.5060 0.481 1.363 0.759 -0.042
C -1.9938 2.3082 1.6019 1.481 0.373 -2.492 -0.071
O -2.8652 -0.3733 -2.8095 1.512 -0.931 -0.858 -0.072
H -3.2141 -0.8680 -2.0659 -0.026 0.001 0.423 0.029
H 4.7492 -1.2780 0.6780 0.280 -0.780 -0.799 0.002
H -4.3912 3.6719 -0.6880 0.161 0.035 -0.350 0.042
C 1.1871 0.1298 -2.5261 -0.948 1.955 1.075 -0.109
C 0.0402 -1.9951 -2.6561 -1.097 1.334 2.489 -0.057
H 0.6540 -2.7330 -2.0993 -0.104 0.052 -1.095 0.100
O 0.6209 3.4346 -1.0040 1.971 0.996 0.976 -0.036
O 2.3808 2.3621 0.8127 0.511 0.718 -1.487 -0.073
O 5.5648 -0.9794 -1.0026 0.775 0.564 1.117 -0.030
O 2.4747 -1.7852 2.6349 1.287 -0.528 -0.239 -0.091
```
Positions in Å, forces in eV/Å.

---

(3)
Entry from the Open Molecules 2025 dataset: 12 unconnected molecules or ions with the total composition C38H58F2O34 at a distorted geometry (the ωB97M-V functional and the def2-TZVPD basis).

Computed properties:
SMILES ... O=C1OC[C@@H](F)O1.O=C1OC[C@@H](F)O1.O=C1OCCO1.O=C1OCCO1.O=C1OCCO1.O=C1OCCO1.O=C1OCCO1.O=C1OCCO1.O=C1OCCO1.O=C1OCCO1.COCCOC.COCCOC
Total charge ... 0
Energy ... -115393.6644 eV
ΔE to the lowest compared entry with this formula, charge and spin ... 11.3 kcal/mol

Geometry as XYZ:
```
132
Properties=species:S:1:pos:R:3:forces:R:3:lowdin_charge:R:1
C 4.8133 0.2294 -0.0262 0.503 0.075 -0.121 -0.636
H 4.6990 2.9966 -1.1454 -0.684 0.277 0.755 0.152
C 0.6155 -0.6551 -1.0899 0.051 0.309 0.217 -0.068
C 5.0964 4.1413 0.6834 0.301 0.123 -0.520 -0.089
O 0.5998 2.4044 -4.6276 -0.880 0.297 -0.524 0.056
H -5.5177 3.9512 1.5094 -0.426 1.293 1.505 0.123
O 2.4722 1.2714 -4.3277 -0.046 0.350 1.125 0.135
O -2.6981 -5.6725 -0.4511 0.790 0.838 0.214 0.024
H 4.4498 -2.6471 2.1980 -0.460 -0.307 0.244 0.091
C 0.3913 -3.5164 -4.8275 -0.207 -0.647 -1.933 -0.112
H 6.1369 3.7739 0.6026 -0.687 0.160 0.537 0.143
O 5.0188 0.8059 0.9709 -0.323 1.192 2.244 0.180
O 0.2296 5.6972 3.6700 -0.152 -0.518 0.075 0.063
C -1.9178 0.2354 2.3865 -0.970 1.314 -1.994 -0.073
O -5.4643 -1.1658 -1.6717 -1.698 0.636 1.730 0.069
O 2.6225 4.0379 2.5784 0.077 0.064 -0.400 0.138
C -0.1842 3.4123 -3.9313 -0.387 -0.206 -0.924 -0.109
O -4.8988 3.5845 -1.4019 0.181 0.198 -0.287 0.115
H 1.0921 -3.4727 -4.0103 0.722 0.028 -0.074 0.118
O -0.0883 0.5649 -1.4028 0.942 -0.259 0.005 -0.160
H -0.9134 -1.6716 6.0854 0.326 -0.101 -0.210 0.087
H 0.6609 -1.6126 6.9479 -0.464 -0.405 -0.295 0.095
H 2.9673 -1.7787 1.7609 0.221 0.540 -0.015 0.053
H 5.9562 -1.5845 -2.1688 0.244 -1.210 -1.039 0.154
F -6.6165 4.6710 -0.3066 0.331 -0.243 -0.472 0.024
H -2.8862 0.4008 1.8701 0.040 -0.430 0.121 0.082
H 1.4413 -0.5269 -0.3822 -0.492 0.292 0.268 0.081
H -2.4832 -0.6259 -1.6240 -0.029 -0.080 -0.156 0.123
H 0.9577 -2.1045 2.3596 0.599 -0.501 0.298 0.129
H 1.1130 -1.0298 -1.9581 0.110 -0.046 -1.087 0.058
H -1.4704 6.0774 1.3788 0.041 -0.439 -0.821 0.131
C -0.2519 -2.1987 -5.1485 -0.468 0.047 0.309 -0.053
O 3.6659 0.1856 -0.6901 0.171 -0.787 -1.087 0.056
H 0.4976 4.4511 -2.1655 0.406 0.114 -0.619 0.137
H 0.7642 0.4069 2.9560 0.132 -0.302 0.720 0.107
C 3.8763 -0.6642 -1.8652 -0.043 0.297 -0.577 -0.004
C 0.0740 -2.1644 6.1847 0.034 0.167 0.675 -0.136
H -4.4088 -6.5425 -0.2579 -0.809 0.217 -0.497 0.144
O 5.8160 -0.4334 -0.6210 -0.114 -0.393 -1.182 0.134
C 4.1611 3.4158 -0.2522 -0.994 -0.166 -0.080 -0.130
C -3.6610 3.8167 -0.7997 -0.197 0.896 -1.506 -0.511
H 4.6708 4.2559 1.7101 0.671 -0.142 -0.854 0.129
O -0.9131 0.2556 1.3525 -0.187 0.141 0.484 -0.206
C -1.5275 -3.4178 -3.7035 0.144 -2.098 0.134 -0.571
H -0.1246 -3.1988 6.5365 0.276 0.371 -0.088 0.087
H -0.5491 -3.1775 3.9495 -1.845 0.250 -0.582 0.100
H -0.9416 -6.0808 -1.6131 -0.489 -0.598 0.152 0.098
H 2.4494 0.0509 3.3960 1.015 -0.707 0.177 0.110
H -6.6648 2.7542 -0.7223 -0.125 -0.793 -0.153 0.147
C -0.9822 1.5032 0.6389 0.466 0.308 0.288 -0.166
O 3.3723 6.6907 -0.7777 -0.919 3.326 -0.313 0.189
H -0.7558 2.3058 1.3591 -0.340 0.051 -0.095 0.111
H -5.0184 -4.5799 1.0538 0.497 0.123 -0.665 0.144
C -5.9204 3.4615 -0.4450 1.430 1.316 0.247 -0.254
C 0.4283 6.0885 2.3198 -0.197 -0.154 -0.701 -0.111
C 2.3574 2.9886 3.0846 0.160 -0.843 0.558 -0.606
C -4.5370 -4.4063 0.0685 0.382 2.996 0.363 -0.033
C -5.0969 3.3069 0.8127 -0.628 -1.342 0.145 -0.065
O 2.0125 1.8698 2.4836 -0.435 -1.079 -1.767 0.048
C -3.3838 -0.3088 -2.1615 1.572 -1.645 0.090 -0.124
H 3.4840 2.7274 0.2612 0.608 -0.328 -0.311 0.104
H 3.4710 -3.1066 0.7592 -0.429 -0.454 1.398 0.092
O 0.8473 -2.1360 5.0156 -0.022 -0.088 -1.202 -0.199
H -1.9855 -0.7097 2.8928 0.524 -0.288 0.280 0.079
C -0.6772 5.3414 1.5465 -0.967 0.535 1.423 -0.066
C 1.6046 -4.8792 -1.4138 0.398 1.582 -0.729 -0.580
H 0.6830 -4.0079 -5.7695 0.718 0.116 0.733 0.150
O -4.0586 0.5796 -1.3471 -3.255 -0.415 1.454 0.030
H 0.2848 7.1665 2.2716 0.146 -0.048 -0.131 0.132
O 1.5564 -5.4982 -0.2517 1.048 0.590 0.509 0.082
O -3.2399 -3.6203 0.2736 -1.030 -1.629 -0.309 0.064
H -3.0483 0.2263 -3.0188 0.029 0.102 -1.012 0.124
H -0.4072 4.7157 0.7023 0.141 0.382 -0.167 0.118
H -5.1014 -3.6892 -0.5571 -0.216 -0.654 0.582 0.124
H -3.8879 -2.4509 -2.0560 -0.148 -0.057 0.247 0.079
O -0.7164 -4.2743 -4.3765 -1.111 -0.830 0.974 0.049
C 0.0508 -6.4874 -1.6593 -0.092 -0.188 -0.664 -0.074
O -0.9232 4.1378 4.7617 -0.608 -1.154 1.288 0.164
O -3.7822 3.6712 0.5128 0.991 0.579 -0.642 0.095
H -1.8999 1.1320 3.0162 0.701 -0.309 0.467 0.091
C -4.0819 -5.5918 -0.6878 0.148 -1.782 0.040 -0.140
C 0.4881 -3.1988 4.0899 1.364 -0.604 2.945 -0.187
H 1.4015 5.7936 1.9545 0.318 0.088 0.294 0.100
C -4.3403 -1.5284 -2.3879 1.635 1.157 -1.222 -0.116
H -0.9956 2.8994 -3.4014 0.207 0.321 -0.023 0.128
H 0.5869 2.0387 4.9587 -0.423 -0.290 -0.296 0.122
H 3.4704 -0.1511 -2.7614 0.181 -0.200 0.639 0.122
C 5.4275 -0.7003 -1.9593 -1.506 0.245 1.973 -0.281
C 3.4138 -2.7658 1.8476 -0.488 0.474 -0.842 -0.104
O 5.0948 5.4200 -0.0003 1.085 1.712 1.365 0.052
C 0.7230 -6.6406 -0.3170 1.019 0.626 -1.262 -0.091
O 3.2708 4.4834 -0.6542 -0.311 0.090 0.061 0.009
H -2.0025 1.6428 0.2430 0.288 -0.068 -0.024 0.112
H 0.1379 -7.4113 -2.2360 -0.229 0.304 -0.192 0.140
H 1.0232 1.5608 0.0667 1.452 -0.348 0.267 0.095
H 1.3525 -7.4900 -0.2015 0.429 -0.900 -0.154 0.128
H -0.0334 -1.4610 -0.7564 -0.365 0.180 0.313 0.084
C 3.8674 5.7044 -0.4339 0.808 -4.951 -0.712 -0.607
H -0.5326 4.2126 -4.6108 -0.300 -1.003 -0.089 0.145
C 1.7023 2.1032 -3.9385 -0.171 1.095 0.720 -0.521
H -5.0348 2.3301 1.2268 -0.410 -0.981 0.107 0.123
C -5.3011 -0.0179 -0.9872 2.204 0.725 -0.541 -0.473
O -1.2686 -2.2281 -4.1147 -0.423 3.423 -0.260 0.085
H -0.7343 -2.1185 -6.1416 0.150 -0.272 0.556 0.146
O 2.6049 -3.4823 2.7888 -0.861 0.555 -0.098 -0.173
H 0.0904 -6.5613 0.4826 -1.862 -0.013 1.923 0.097
H 0.7277 -3.7895 2.0612 -0.752 -0.656 -0.329 0.096
O 2.2666 -3.8973 -1.6830 -0.339 -0.794 0.480 0.106
O 0.7769 -5.4297 -2.3009 0.504 -0.536 -0.149 0.059
C 0.1046 1.6048 -0.4514 -2.244 -0.771 0.730 -0.161
C 0.8667 4.0470 -3.1259 0.747 -0.095 1.950 -0.135
O -6.0272 0.4623 -0.1816 -0.320 -0.227 -0.199 0.159
O -2.6936 4.1728 -1.4266 -1.033 -0.854 1.035 0.143
C 1.5540 1.6123 4.7153 0.117 0.903 -2.046 -0.046
C -0.6782 4.6878 3.7551 0.883 1.528 -1.532 -0.586
O -2.3477 -3.7167 -2.8692 0.425 -0.163 -0.547 0.137
O 1.7713 2.9542 -2.8093 0.297 -1.249 -1.909 0.016
O 2.4046 2.7226 4.3712 0.123 1.325 1.940 0.075
H -4.6320 -1.6176 -3.4269 0.051 -0.158 -0.271 0.134
H 1.9998 1.2631 5.5724 0.773 -1.494 1.844 0.105
H 1.4011 4.7646 -3.7497 0.110 0.217 0.412 0.142
H 0.6450 -4.1117 4.7247 0.280 0.140 -1.104 0.140
H 0.0473 2.5975 -0.9041 -0.213 -0.244 -0.280 0.107
H 3.3490 -1.6132 -1.7041 0.496 0.070 0.007 0.111
H 0.3834 -1.3413 -4.9928 0.094 0.282 0.170 0.130
O -1.0699 -4.3102 0.2028 -0.985 0.460 -0.322 0.145
O -1.2401 4.4500 2.5493 0.381 -0.166 0.214 0.023
C 1.6838 0.7742 3.4255 -1.612 2.235 -0.710 -0.013
C 1.1578 -3.1260 2.7766 2.187 0.771 -0.973 -0.144
F 5.8219 0.3232 -2.7244 0.547 0.608 -0.789 0.094
H -4.2145 -5.5119 -1.7577 -0.387 -0.075 -0.222 0.132
C -2.2462 -4.4773 -0.0107 1.367 -0.249 0.887 -0.572
```
Positions in Å, forces in eV/Å.

---

(4)
Entry from the Open Molecules 2025 dataset: 2 unconnected molecules or ions with the total composition CH6O2 at a distorted geometry (the ωB97M-V functional and the def2-TZVPD basis).

Computed properties:
SMILES ... CO.O
Total charge ... 0
Energy ... -5228.4354 eV
ΔE to the lowest compared entry with this formula, charge and spin ... 10.5 kcal/mol

Geometry as XYZ:
```
9
Properties=species:S:1:pos:R:3:forces:R:3:lowdin_charge:R:1
H -1.8982 1.1996 1.1952 1.002 1.364 2.027 -0.011
H 0.1440 -1.4105 0.3881 0.990 1.848 -1.324 0.124
H 0.7254 -0.9752 -1.3141 0.272 -0.722 -0.168 0.074
H -1.5041 0.4892 -0.0451 -0.783 0.358 0.496 0.022
O -2.2844 0.7354 0.5027 -0.197 -1.633 -2.510 -0.047
O 0.7106 0.6252 -0.1106 -3.249 -0.634 2.061 -0.111
H 1.8508 -1.0188 0.1492 0.225 -0.403 -0.556 0.073
H 1.3784 1.1089 -0.5000 2.247 1.256 -1.350 0.043
C 0.8775 -0.7539 -0.2654 -0.505 -1.433 1.323 -0.167
```
Positions in Å, forces in eV/Å.

---

| no. | HOMO-LUMO gap (eV) |
| --- | --- |
| 1 | 8.62 |
| 2 | 8.88 |
| 3 | 9.71 |
| 4 | 11.74 |